# 1
Computed, not measured: 2 unconnected molecules or ions with the total composition CH2O3, with the ωB97M-V functional and the def2-TZVPD basis.

Values from the calculation:
Charge: 0
DFT total energy in a.u.: -264.77825
HOMO energy in eV: -9.92
Lowest unoccupied orbital energy in eV: -0.7
Gap between HOMO and LUMO in eV: 9.215
ΔE to the lowest compared entry with this formula, charge and spin in eV: 7.563

Last column: Mulliken charge in e.
Positions of all 6 atoms, in Å:
C  -0.765  0.585  -0.105  0.6242
O  -1.747  0.883  0.409  -0.2663
O  1.143  -0.073  -1.221  -0.5340
O  -0.115  0.279  -1.017  0.1995
H  0.418  -0.676  1.037  -0.2208
H  1.066  -0.997  0.897  0.1976

=====

# 2
Computed, not measured: a molecular structure, CH2O3P2, with the ωB97M-V functional and the def2-TZVPD basis.

Values from the calculation:
Charge: -2
DFT total energy in a.u.: -947.72463
HOMO energy in eV: 0.85
Lowest unoccupied orbital energy in eV: 7.3
Gap between HOMO and LUMO in eV: 6.502
ΔE to the lowest compared entry with this formula, charge and spin in eV: 1.018

Last column: Mulliken charge in e.
Positions of all 8 atoms, in Å:
C  0.306  -0.937  -1.741  -0.9093
O  -1.327  -1.256  0.188  -0.6296
O  -0.863  2.281  1.871  -0.5875
O  1.419  1.416  2.257  -0.5796
P  -0.036  0.985  2.107  -0.0189
P  -0.160  -0.466  -0.183  0.1108
H  -0.481  -1.426  -2.215  0.2797
H  1.142  -0.598  -2.284  0.3344

=====

# 3
Computed, not measured: CH2O3S in the gas phase, with the ωB97M-V functional and the def2-TZVPD basis.

Values from the calculation:
Charge: 0
DFT total energy in a.u.: -663.03103
HOMO energy in eV: -7.98
Lowest unoccupied orbital energy in eV: -0.7
Gap between HOMO and LUMO in eV: 7.324
ΔE to the lowest compared entry with this formula, charge and spin in eV: 3.860

Last column: Mulliken charge in e.
Positions of all 7 atoms, in Å:
C  -0.889  -0.875  0.703  -0.1488
O  1.765  -0.620  0.654  -0.3330
O  -0.852  -0.550  -0.466  -0.3055
O  0.695  1.205  -0.580  -0.4074
S  1.126  -0.341  -0.576  0.7095
H  -1.662  -0.175  1.186  0.1018
H  -0.183  1.355  -0.920  0.3835

=====

# 4
Computed, not measured: 2 unconnected molecules or ions with the total composition CH2O3S2, with the ωB97M-V functional and the def2-TZVPD basis.

Values from the calculation:
Charge: 0
DFT total energy in a.u.: -1061.19161
HOMO energy (spin up / spin down) in eV: -6.66 / -10.22
2S+1: 3
Lowest unoccupied orbital energy (spin up / spin down) in eV: -1.1 / -2.1
Gap between HOMO and LUMO (spin up / spin down) in eV: 5.544 / 8.120
ΔE to the lowest compared entry with this formula, charge and spin in eV: 1.514

Last column: Mulliken charge in e.
Positions of all 8 atoms, in Å:
C  0.342  0.191  -0.734  0.2440
O  -2.477  1.090  -0.068  -0.3687
O  -1.247  -0.743  0.887  -0.3345
O  1.054  -0.921  -0.897  -0.4263
S  0.971  1.298  0.225  -0.1721
S  -2.214  -0.316  -0.111  0.7197
H  1.741  -1.111  -0.200  0.2781
H  1.829  0.511  0.898  0.0597

=====

# 5
Computed, not measured: a gas-phase ion, CH2O4PS (charge -1), with the ωB97M-V functional and the def2-TZVPD basis.

Values from the calculation:
Charge: -1
DFT total energy in a.u.: -1079.98504
HOMO energy in eV: -4.55
Lowest unoccupied orbital energy in eV: 3.5
Gap between HOMO and LUMO in eV: 8.089
ΔE to the lowest compared entry with this formula, charge and spin in eV: 0.000

Last column: Mulliken charge in e.
Positions of all 9 atoms, in Å:
O  0.257  1.521  -1.172  -0.7269
C  -0.133  1.441  0.019  0.6226
O  -0.405  2.274  0.869  -0.6117
P  -0.268  -0.386  0.456  0.5481
O  -0.630  -1.004  -0.995  -0.5320
O  1.263  -0.903  0.678  -0.4893
S  -1.455  -1.015  1.844  -0.4966
H  -0.147  -0.454  -1.643  0.3671
H  1.518  -1.473  -0.057  0.3186

=====

# 6
Computed, not measured: 2 unconnected molecules or ions with the total composition CH2O4S2, with the ωB97M-V functional and the def2-TZVPD basis.

Values from the calculation:
Charge: -2
DFT total energy in a.u.: -1136.46358
HOMO energy in eV: 0.30
Lowest unoccupied orbital energy in eV: 6.1
Gap between HOMO and LUMO in eV: 5.757
ΔE to the lowest compared entry with this formula, charge and spin in eV: 3.218

Last column: Mulliken charge in e.
Positions of all 9 atoms, in Å:
C  0.028  -0.131  1.154  -0.2909
O  2.195  -0.788  2.714  -0.6161
O  0.235  -0.812  -1.974  -0.5572
O  0.139  0.741  2.408  -0.2697
O  -1.260  1.242  -2.092  -0.6383
S  1.606  0.298  1.923  0.2522
S  -1.111  -0.224  -1.633  0.2592
H  0.021  0.598  0.366  -0.0734
H  -1.853  -0.926  -2.867  -0.0658

=====

# 7
Computed, not measured: 2 unconnected molecules or ions with the total composition CH2O4S2, with the ωB97M-V functional and the def2-TZVPD basis.

Values from the calculation:
Charge: 0
DFT total energy in a.u.: -1136.51924
HOMO energy (spin up / spin down) in eV: -9.56 / -9.56
Lowest unoccupied orbital energy (spin up / spin down) in eV: -1.5 / -1.5
Gap between HOMO and LUMO (spin up / spin down) in eV: 8.082 / 8.080
ΔE to the lowest compared entry with this formula, charge and spin in eV: 1.960

Last column: Mulliken charge in e.
Positions of all 9 atoms, in Å:
C  -1.877  -0.859  -0.574  -0.5952
O  2.905  1.091  1.570  -0.3363
O  1.795  0.003  -0.219  -0.3586
O  -0.448  0.155  1.382  -0.4713
O  -0.302  1.255  -0.825  -0.5407
S  2.851  0.875  0.168  0.6871
S  -0.585  0.099  -0.005  1.0542
H  -2.119  -1.610  0.140  0.2902
H  -2.219  -1.009  -1.637  0.2706

=====

# 8
Computed, not measured: a molecular structure, CH2O4Sc, with the ωB97M-V functional and the def2-TZVPD basis.

Values from the calculation:
Charge: 0
DFT total energy in a.u.: -1101.00017
HOMO energy (spin up / spin down) in eV: -7.87 / -9.19
2S+1: 2
Lowest unoccupied orbital energy (spin up / spin down) in eV: -1.2 / -1.3
Gap between HOMO and LUMO (spin up / spin down) in eV: 6.700 / 7.903

Last column: Mulliken charge in e.
Positions of all 8 atoms, in Å:
O  -0.178  0.625  0.611  -0.7153
C  -0.855  -0.221  -0.080  0.7764
O  -0.580  -1.522  0.087  -0.4546
O  -1.517  0.109  -1.074  -0.5612
Sc  1.755  1.308  0.321  1.0966
H  0.459  -1.675  0.157  0.3561
O  2.466  -0.565  0.371  -0.7569
H  3.117  -1.016  -0.162  0.2590